Computed, not measured: a 5-piece molecular cluster, C16H50NO21P6 overall, with ωB97M-V/def2-TZVPD.

Last column: Mulliken charge in e.
Positions of all 94 atoms, in Å:
N1 -0.10130 6.05001 0.22466  -0.63
C1 -0.09817 4.68655 -0.37392  -0.64
P1 1.15590 3.45682 0.38860  0.49
C2 2.68576 4.39026 -0.31428  -1.00
C3 3.12665 3.88883 -1.76493  -0.21
O1 4.11612 4.76903 -2.42155  -0.35
C4 5.20299 5.00207 -1.57462  0.27
O2 5.96700 5.96932 -1.78413  -0.56
P2 2.43954 1.87091 1.27671  0.73
O3 3.68320 1.52826 0.44233  -0.72
O4 2.91972 2.23626 2.88238  -0.54
O5 1.51110 0.41090 1.38103  -0.45
H1 0.65827 6.64167 -0.11893  0.23
H2 -0.16641 6.03813 1.24536  0.24
H3 -1.15252 4.25269 -0.21521  0.38
H4 0.05326 4.73034 -1.50358  0.24
H5 1.04255 2.67037 -0.84782  -0.08
H6 0.01023 2.69237 0.91122  -0.05
H7 1.23368 4.27469 1.58825  -0.23
H8 2.54060 5.51826 -0.38658  0.33
H9 3.53163 4.21218 0.44765  0.24
H10 3.56573 2.84315 -1.78694  0.22
H11 2.21938 3.88486 -2.46585  0.22
H12 5.44332 4.37201 -0.64741  0.30
H13 2.97017 3.20689 2.98944  0.32
H14 0.85562 0.61906 2.08121  0.24
C5 -1.12432 -3.83560 1.36138  -0.54
O6 -0.32355 -4.42622 2.37892  -0.34
P3 -0.18493 -3.68113 3.78501  1.12
O7 -0.89382 -2.38765 3.91753  -0.68
O8 1.39670 -3.59548 4.00065  -0.32
C6 2.12409 -2.76641 3.09960  -0.51
O9 -0.62688 -4.80600 4.82865  -0.41
C7 -0.77073 -4.39683 6.18280  -0.61
H15 -0.47088 -3.38168 0.61458  0.31
H16 -1.71524 -4.61890 0.88465  0.09
H17 -1.80652 -3.07992 1.75241  0.36
H18 1.53779 -1.89509 2.79881  0.18
H19 2.39870 -3.34371 2.21449  0.30
H20 3.03198 -2.42240 3.59499  0.26
H21 -1.70938 -3.85268 6.30309  0.26
H22 0.06451 -3.76393 6.49177  0.26
H23 -0.79278 -5.28504 6.81479  0.27
C8 1.23916 -0.03642 6.12913  -0.37
O10 0.57620 0.38663 7.31794  -0.29
P4 0.27062 1.93994 7.52784  1.03
O11 0.73533 2.85292 6.46051  -0.64
O12 0.88486 2.24412 8.97595  -0.32
C9 2.29631 2.15502 9.10505  -0.66
O13 -1.30201 1.95756 7.80051  -0.34
C10 -1.92312 3.23492 7.86550  -0.67
H24 2.28043 -0.26432 6.36581  0.29
H25 0.75305 -0.94270 5.76320  0.01
H26 1.20423 0.71525 5.33972  0.33
H27 2.80019 2.47409 8.18929  0.33
H28 2.57700 1.12505 9.33636  0.24
H29 2.61385 2.80241 9.92286  0.25
H30 -2.04811 3.63269 6.85678  0.27
H31 -1.32953 3.92928 8.46478  0.30
H32 -2.90504 3.12191 8.32583  0.23
C11 1.00453 -5.42504 -4.24070  -0.71
O14 -0.09452 -4.62854 -3.81747  -0.27
P5 -1.52428 -5.31542 -3.62876  0.95
O15 -1.60630 -6.76042 -3.94405  -0.72
O16 -2.49671 -4.38936 -4.49800  -0.31
C12 -2.30104 -4.39414 -5.90618  -0.73
O17 -1.90894 -4.92382 -2.13076  -0.09
C13 -3.07443 -5.53225 -1.58938  -0.72
H33 1.20401 -5.22349 -5.29492  0.27
H34 1.88175 -5.14607 -3.65525  0.25
H35 0.82398 -6.49180 -4.10397  0.36
H36 -1.97824 -5.37700 -6.25920  0.36
H37 -1.55111 -3.64630 -6.17189  0.29
H38 -3.24288 -4.14006 -6.39218  0.24
H39 -2.85131 -6.56352 -1.30916  0.30
H40 -3.89646 -5.51498 -2.30865  0.33
H41 -3.37438 -4.98062 -0.69824  0.25
C14 0.16152 0.86337 -7.69267  -0.61
O18 -0.93578 1.66000 -7.26416  -0.32
P6 -2.36492 0.97350 -7.06983  1.06
O19 -2.45004 -0.47297 -7.38744  -0.63
O20 -3.33960 1.90138 -7.93777  -0.33
C15 -3.14709 1.89610 -9.34461  -0.68
O21 -2.74383 1.36271 -5.57149  -0.27
C16 -3.90842 0.75345 -5.02708  -0.60
H42 0.35670 1.06554 -8.74774  0.26
H43 1.04112 1.14163 -7.11070  0.25
H44 -0.01867 -0.20333 -7.55582  0.29
H45 -2.82648 0.91294 -9.69843  0.33
H46 -2.39681 2.64323 -9.61271  0.25
H47 -4.09087 2.15085 -9.82724  0.25
H48 -3.68569 -0.27840 -4.74923  0.21
H49 -4.73256 0.77291 -5.74422  0.30
H50 -4.20444 1.30431 -4.13438  0.24

The calculation puts the total energy at -117632.8487 eV. Its total charge is -1. The molar mass comes out at 778.41 g/mol. The gap between HOMO and LUMO comes out at 6.292 eV. Its LUMO energy is 0.0751 hartree.